1.
DFT (wB97M-V/def2-TZVPD) results for a cluster of 3 separate species, C30H48F2N4O8 in total.

Calculated values
Kohn-Sham gap = 8.21 eV
E_LUMO = -1.1 eV
SMILES string = CC[C@H](F)c1c(F)c(OC#N)c2c(c1CCCCCCCCOC(C)=O)C(=O)N(O)C2=O.COC[C@@H](C)N.COC[C@@H](C)N
E_HOMO = -9.3 eV

```
! RIJCOSX wB97M-V def2-TZVPD def2/J DEFGRID3
* xyz 0 1
C -2.362 1.834 4.160
C -3.648 1.227 3.493
C -4.095 1.909 2.144
F -4.643 0.867 1.327
C -2.951 2.556 1.312
C -3.082 3.981 0.956
F -4.190 4.669 1.384
C -2.131 4.723 0.156
O -2.368 6.090 -0.166
C -1.425 6.849 0.439
N -0.647 7.494 0.982
C -0.947 4.049 -0.335
C -0.810 2.627 0.022
C -1.763 1.865 0.813
C -1.517 0.357 1.076
C -1.938 -0.570 -0.172
C -0.644 -1.059 -0.929
C -0.807 -2.444 -1.675
C -0.214 -2.350 -3.133
C 1.297 -1.899 -3.191
C 2.323 -3.092 -3.272
C 3.780 -2.442 -3.356
O 4.773 -3.251 -2.673
C 4.944 -2.850 -1.357
C 4.779 -3.955 -0.242
O 5.238 -1.741 -0.998
C 0.536 2.238 -0.640
O 1.232 1.283 -0.454
N 0.902 3.309 -1.560
O 0.787 2.945 -2.901
C 0.235 4.536 -1.226
O 0.473 5.661 -1.530
H -2.620 2.775 4.721
H -2.039 1.103 4.958
H -1.489 1.953 3.478
H -4.511 1.320 4.212
H -3.567 0.123 3.284
H -4.882 2.681 2.346
H -0.414 0.244 1.280
H -2.051 -0.055 1.962
H -2.540 0.087 -0.861
H -2.589 -1.416 0.183
H -0.412 -0.297 -1.726
H 0.237 -1.105 -0.244
H -0.304 -3.296 -1.135
H -1.897 -2.713 -1.717
H -0.820 -1.579 -3.683
H -0.336 -3.343 -3.635
H 1.421 -1.304 -4.140
H 1.617 -1.241 -2.345
H 2.208 -3.721 -4.186
H 2.328 -3.700 -2.325
H 4.122 -2.388 -4.427
H 3.768 -1.395 -2.965
H 5.071 -4.956 -0.670
H 5.518 -3.741 0.575
H 3.734 -3.981 0.160
H 1.595 2.419 -3.068
C 10.135 -7.917 -1.402
C 8.783 -8.183 -0.744
C 7.582 -7.585 -1.502
O 7.442 -6.176 -1.391
C 8.347 -5.427 -2.185
N 8.831 -7.711 0.645
H 10.509 -6.912 -1.207
H 10.885 -8.607 -1.009
H 10.084 -8.062 -2.484
H 8.643 -9.269 -0.730
H 6.670 -8.001 -1.065
H 7.584 -7.886 -2.558
H 8.531 -5.899 -3.154
H 9.284 -5.272 -1.647
H 7.908 -4.443 -2.355
H 7.978 -7.999 1.119
H 8.769 -6.695 0.625
C -8.815 5.500 3.873
C -7.486 6.011 3.321
C -7.621 7.187 2.335
O -8.107 6.840 1.047
C -9.502 6.597 0.986
N -6.759 4.888 2.718
H -9.344 4.855 3.171
H -8.643 4.902 4.771
H -9.475 6.327 4.145
H -6.905 6.374 4.174
H -6.622 7.598 2.166
H -8.222 8.001 2.763
H -10.065 7.274 1.634
H -9.717 5.556 1.234
H -9.824 6.754 -0.045
H -5.825 5.202 2.462
H -7.201 4.682 1.824
*
```

=====

2.
DFT (wB97M-V/def2-TZVPD) results for a structure of composition C5H14N2S.

Calculated values
Kohn-Sham gap (alpha / beta) = 4.69 / 7.23 eV
E_LUMO (alpha / beta) = -8.2 / -4.9 eV
<S²> = 1.76
E_HOMO (alpha / beta) = -12.8 / -12.1 eV

```
! RIJCOSX wB97M-V def2-TZVPD def2/J DEFGRID3
* xyz 1 2
C 1.020 0.029 0.642
N -0.222 -0.258 -0.027
C -1.175 -1.387 0.324
C -2.198 -1.350 -0.787
S -4.018 0.901 0.120
C 2.201 0.660 -0.204
N 3.614 -0.085 0.440
C 4.620 0.439 -0.436
H 1.543 -0.904 1.054
H 0.916 0.647 1.459
H -0.736 0.739 -0.053
H -0.586 -2.416 0.267
H -1.727 -1.181 1.245
H -1.673 -1.366 -1.794
H -2.697 -0.419 -0.706
H -3.098 -2.036 -0.743
H 2.069 1.809 -0.179
H 2.063 0.197 -1.190
H 2.924 0.885 0.711
H 5.110 -0.321 -1.050
H 5.376 0.933 0.175
H 4.259 1.085 -1.237
*
```

=====

3.
DFT (wB97M-V/def2-TZVPD) results for a cluster of 3 separate species, C2H6IN2O2 in total.

Calculated values
Kohn-Sham gap = 9.44 eV
E_LUMO = -4.0 eV
E_HOMO = -13.4 eV

```
! RIJCOSX wB97M-V def2-TZVPD def2/J DEFGRID3
* xyz 1 1
C 1.091 -2.206 -0.119
C 0.311 1.172 0.327
N 1.182 -3.359 0.156
N -0.311 2.236 0.689
O 1.301 -1.120 -0.567
O 1.489 1.382 -0.205
I -3.501 -0.366 -0.485
H -0.152 0.165 0.327
H 1.915 0.602 -0.538
H 1.206 -4.179 0.824
H -1.287 2.271 0.934
H 0.236 3.080 0.586
H -3.481 0.321 -1.929
*
```

=====

4.
DFT (wB97M-V/def2-TZVPD) results for the molecule C4H6N2O.

Calculated values
Kohn-Sham gap = 10.79 eV
E_LUMO = 0.9 eV
SMILES string = O=C1NC[C@H]2CN12
E_HOMO = -9.9 eV

```
! RIJCOSX wB97M-V def2-TZVPD def2/J DEFGRID3
* xyz 0 1
O -2.508 0.065 -0.599
C -1.330 -0.150 -0.451
N -0.300 0.065 -1.323
C 1.009 -0.225 -0.766
C 0.677 -0.469 0.710
C -0.104 0.574 1.399
N -0.764 -0.608 0.762
H -0.481 0.467 -2.226
H 1.718 0.588 -0.950
H 1.419 -1.157 -1.172
H 1.285 -1.185 1.256
H -0.570 0.411 2.347
H -0.127 1.561 0.922
*
```

=====

5.
DFT (wB97M-V/def2-TZVPD) results for the molecule C6H13N.

Calculated values
Kohn-Sham gap = 8.88 eV
E_LUMO = 1.1 eV
SMILES string = C/C=C(/N)C(C)C
E_HOMO = -7.8 eV

```
! RIJCOSX wB97M-V def2-TZVPD def2/J DEFGRID3
* xyz 0 1
C -1.646 -0.032 -0.632
C 1.144 0.953 1.327
C 1.808 -0.889 -0.263
C -2.391 -0.995 0.235
C -0.359 0.316 -0.581
C 0.642 -0.187 0.434
N 0.190 1.153 -1.557
H -0.499 1.640 -2.111
H 0.914 1.769 -1.222
H -2.253 0.409 -1.416
H 0.146 -0.915 1.079
H 1.742 1.666 0.762
H 0.306 1.481 1.777
H 1.440 -1.714 -0.867
H 1.768 0.554 2.124
H 2.339 -0.201 -0.916
H 2.507 -1.279 0.473
H -3.247 -0.498 0.695
H -2.775 -1.820 -0.366
H -1.774 -1.410 1.027
*
```

=====

6.
DFT (wB97M-V/def2-TZVPD) results for the molecule C3H8N4O.

Calculated values
Kohn-Sham gap = 9.65 eV
E_LUMO = 0.7 eV
SMILES string = CN(/C=N\N)C(N)=O
E_HOMO = -9.0 eV

```
! RIJCOSX wB97M-V def2-TZVPD def2/J DEFGRID3
* xyz 0 1
C -0.309 -1.580 1.473
C -1.260 0.154 0.486
C 0.825 -0.651 -0.566
H -0.847 -2.333 0.883
H 0.590 -1.920 1.851
H -0.820 -0.923 2.231
H -2.296 -0.074 1.189
H -0.545 3.307 0.063
H 0.644 2.000 0.564
H -0.141 0.929 -1.701
H 1.859 0.244 -1.759
N -0.184 -0.594 0.333
N -1.423 1.445 0.458
N -0.226 2.236 -0.031
N 0.678 0.112 -1.707
O 1.763 -1.395 -0.631
*
```

=====

Listing max |F| for the structures above in their given order: 3.11 4.92 2.56 2.03 0.31 7.82 eV/Å.
Listing total energy for the structures above in their given order: -2192.36897 -705.97874 -637.23495 -340.73142 -291.15534 -413.21927 Ha.
Listing relative energy (zero: lowest compared OMol25 entry of this formula, charge and spin) for the structures above in their given order: 0.000 9.054 0.234 1.728 0.093 5.355 eV.